a) Entry from the OMol25 dataset: 2 unconnected molecules or ions with the total composition C4H8N2 (ωB97M-V with the def2-TZVPD basis set).

structure (SMILES) = C=C=N.C=NC
HOMO = -0.3164 hartree
frontier orbital gap = 0.35253 Ha
lowest unoccupied orbital energy = 0.984 eV

CARTESIAN COORDINATES (ANGSTROEM)
1 C -1.50 2.11 -1.34
2 C -1.70 1.40 -0.24
3 N -1.92 0.77 0.78
4 H -1.97 1.80 -2.27
5 H -0.90 3.00 -1.32
6 H -1.24 0.02 0.93
7 C 1.06 -1.50 1.69
8 N 0.44 -1.02 0.70
9 C 1.15 -0.83 -0.55
10 H 0.54 -1.64 2.63
11 H 2.12 -1.79 1.64
12 H 1.20 0.24 -0.76
13 H 0.57 -1.29 -1.36
14 H 2.16 -1.25 -0.54



b) Entry from the OMol25 dataset: a single C4H8N2 molecule (ωB97M-V with the def2-TZVPD basis set).

HOMO = -0.2468 hartree
frontier orbital gap = 0.27963 Ha
lowest unoccupied orbital energy = 0.893 eV

CARTESIAN COORDINATES (ANGSTROEM)
1 C -1.21 -0.65 0.01
2 C -0.06 1.23 -0.80
3 C 1.31 0.45 -0.39
4 C 0.14 -1.46 0.14
5 H -1.86 -0.98 0.86
6 H -1.86 -0.80 -0.92
7 H -0.70 1.01 1.09
8 H -0.67 1.33 -1.87
9 H 0.24 2.22 -0.24
10 H 2.22 0.96 0.04
11 H 1.92 -1.17 0.67
12 H 0.27 -2.21 1.00
13 N -0.97 0.77 0.17
14 N 1.23 -0.69 0.22



c) Entry from the OMol25 dataset: a single C4H8N2 molecule (ωB97M-V with the def2-TZVPD basis set).

HOMO = -0.2795 hartree
frontier orbital gap = 0.28618 Ha
lowest unoccupied orbital energy = 0.183 eV

CARTESIAN COORDINATES (ANGSTROEM)
1 C 1.72 -1.11 0.02
2 C 1.07 0.23 -0.09
3 C 1.92 1.39 -0.07
4 C -0.26 0.38 0.05
5 H 1.14 -1.66 0.85
6 H 2.80 -0.99 0.20
7 H 1.53 -1.55 -0.97
8 H -1.25 -1.51 -0.45
9 H 1.28 2.32 0.20
10 H -0.58 1.46 0.03
11 H -2.90 0.23 1.02
12 H -2.61 1.10 -0.66
13 N -1.28 -0.45 -0.05
14 N -2.58 0.17 -0.07



d) Entry from the OMol25 dataset: a single C4H8N2 molecule (ωB97M-V with the def2-TZVPD basis set).

structure (SMILES) = C1N[C@H]1[C@H]1CN1
HOMO = -0.3339 hartree
frontier orbital gap = 0.37847 Ha
lowest unoccupied orbital energy = 1.214 eV

CARTESIAN COORDINATES (ANGSTROEM)
1 C 0.06 1.07 -1.46
2 N -1.22 1.10 -0.77
3 C 0.02 0.82 -0.01
4 C -0.19 -0.63 0.33
5 C 0.99 -1.49 0.73
6 N 0.06 -0.99 1.74
7 H 0.42 2.03 -1.82
8 H 0.21 0.22 -2.12
9 H -1.72 1.96 -0.66
10 H 0.38 1.55 0.71
11 H -1.25 -0.44 -0.35
12 H 2.01 -1.08 0.82
13 H 1.01 -2.56 0.51
14 H -0.55 -1.73 2.04



Quick one: least stable of them? c)



a) Entry from the OMol25 dataset: a single C4H8N2 molecule (ωB97M-V with the def2-TZVPD basis set).

structure (SMILES) = C1N[C@H]1[C@H]1CN1
HOMO = -0.3490 hartree
frontier orbital gap = 0.39299 Ha
lowest unoccupied orbital energy = 1.197 eV

CARTESIAN COORDINATES (ANGSTROEM)
1 C 1.87 0.18 -0.62
2 N 1.75 -0.21 0.78
3 C 0.61 -0.41 -0.11
4 C -0.60 0.42 0.18
5 C -1.95 0.01 -0.30
6 N -1.57 -0.16 1.10
7 H 2.48 -0.42 -1.29
8 H 1.95 1.25 -0.78
9 H 2.21 -1.10 0.96
10 H 0.37 -1.44 -0.40
11 H -0.40 1.49 0.23
12 H -2.06 -0.93 -0.85
13 H -2.65 0.78 -0.58
14 H -1.99 0.55 1.69



b) Entry from the OMol25 dataset: a single C4H8N2 molecule (ωB97M-V with the def2-TZVPD basis set).

structure (SMILES) = CCNCC#N
HOMO = -0.3482 hartree
frontier orbital gap = 0.38225 Ha
lowest unoccupied orbital energy = 0.927 eV

CARTESIAN COORDINATES (ANGSTROEM)
1 C 1.44 -0.21 0.74
2 C 0.49 0.87 -0.12
3 N -0.39 0.35 -1.16
4 C -1.62 -0.24 -0.66
5 C -1.36 -0.82 0.68
6 N -0.76 -0.97 1.66
7 H 2.02 -0.63 -0.07
8 H 1.29 -1.10 1.40
9 H 2.03 0.44 1.39
10 H -0.12 1.61 0.44
11 H 1.27 1.44 -0.64
12 H 0.12 -0.29 -1.76
13 H -2.01 -0.98 -1.36
14 H -2.39 0.53 -0.53



Quick one: least stable of them? a)



a) Entry from the OMol25 dataset: a single C21H30ClN3O3S molecule (ωB97M-V with the def2-TZVPD basis set).

structure (SMILES) = CC[C@H](C(=O)N[C@H]1CCCCN(C(=O)c2sc(C)cc2Cl)CC1)N1CCCC1=O
HOMO = -0.3164 hartree
frontier orbital gap = 0.34030 Ha
lowest unoccupied orbital energy = 0.650 eV

CARTESIAN COORDINATES (ANGSTROEM)
1 C -0.16 -3.10 0.02
2 C 1.10 -2.30 0.30
3 C 0.88 -0.79 0.11
4 C 2.21 -0.05 0.27
5 O 3.14 -0.34 -0.47
6 N 2.29 0.90 1.22
7 C 3.59 1.50 1.53
8 C 3.83 2.68 0.59
9 C 5.22 3.33 0.64
10 C 6.41 2.36 0.61
11 C 6.98 2.03 1.99
12 N 6.10 1.28 2.88
13 C 5.94 -0.08 2.95
14 O 5.14 -0.54 3.75
15 C 6.67 -1.02 2.05
16 S 8.12 -0.75 1.14
17 C 8.10 -2.31 0.43
18 C 9.18 -2.75 -0.51
19 C 7.01 -3.01 0.85
20 C 6.20 -2.28 1.76
21 Cl 4.75 -3.01 2.33
22 C 5.06 2.05 3.57
23 C 3.64 1.82 3.02
24 N -0.23 -0.25 0.90
25 C -1.40 0.31 0.24
26 C -2.25 0.82 1.40
27 C -1.83 -0.04 2.58
28 C -0.42 -0.49 2.22
29 O 0.41 -0.96 2.98
30 H 0.03 -4.17 0.11
31 H -0.96 -2.86 0.73
32 H -0.54 -2.92 -0.99
33 H 1.45 -2.48 1.32
34 H 1.90 -2.58 -0.38
35 H 0.61 -0.63 -0.93
36 H 1.58 0.92 1.93
37 H 4.32 0.72 1.31
38 H 3.67 2.30 -0.42
39 H 3.07 3.43 0.78
40 H 5.29 4.00 -0.22
41 H 5.30 3.98 1.52
42 H 6.15 1.44 0.08
43 H 7.23 2.82 0.05
44 H 7.93 1.51 1.90
45 H 7.22 2.96 2.51
46 H 8.96 -3.75 -0.86
47 H 9.25 -2.09 -1.37
48 H 10.15 -2.76 -0.01
49 H 6.77 -4.01 0.53
50 H 5.07 1.78 4.63
51 H 5.34 3.09 3.49
52 H 3.04 2.70 3.24
53 H 3.21 0.97 3.56
54 H -1.10 1.11 -0.45
55 H -1.92 -0.46 -0.35
56 H -2.02 1.87 1.59
57 H -3.32 0.76 1.18
58 H -1.83 0.47 3.54
59 H -2.44 -0.94 2.68



b) Entry from the OMol25 dataset: a single C21H30ClN3O3S molecule (ωB97M-V with the def2-TZVPD basis set).

structure (SMILES) = CC[C@H](C(=O)N[C@H]1CCCCN(C(=O)c2sc(C)cc2Cl)CC1)N1CCCC1=O
HOMO = -0.3180 hartree
frontier orbital gap = 0.34120 Ha
lowest unoccupied orbital energy = 0.630 eV

CARTESIAN COORDINATES (ANGSTROEM)
1 C 4.73 1.27 -2.12
2 C 3.26 0.99 -1.85
3 C 3.05 -0.23 -0.96
4 C 1.55 -0.55 -0.81
5 O 0.82 -0.54 -1.79
6 N 1.12 -0.85 0.43
7 C -0.30 -1.11 0.67
8 C -0.62 -2.55 0.26
9 C -2.09 -2.98 0.27
10 C -3.07 -1.99 -0.38
11 C -3.79 -1.07 0.61
12 N -2.93 -0.15 1.36
13 C -2.79 1.17 1.09
14 O -2.06 1.90 1.73
15 C -3.54 1.71 -0.10
16 S -2.74 1.97 -1.60
17 C -4.18 2.56 -2.34
18 C -4.18 2.96 -3.79
19 C -5.21 2.61 -1.46
20 C -4.83 2.12 -0.18
21 Cl -5.94 2.00 1.15
22 C -2.11 -0.68 2.45
23 C -0.62 -0.73 2.11
24 N 3.77 -0.17 0.30
25 C 4.73 -1.19 0.69
26 C 5.05 -0.85 2.15
27 C 4.72 0.64 2.27
28 C 3.72 0.89 1.16
29 O 2.98 1.85 1.04
30 H 4.85 2.11 -2.80
31 H 5.26 1.51 -1.19
32 H 5.22 0.40 -2.56
33 H 2.79 1.86 -1.39
34 H 2.72 0.79 -2.78
35 H 3.46 -1.10 -1.49
36 H 1.71 -0.65 1.21
37 H -0.85 -0.43 0.01
38 H -0.23 -2.66 -0.75
39 H -0.04 -3.22 0.91
40 H -2.14 -3.93 -0.27
41 H -2.43 -3.21 1.28
42 H -2.55 -1.38 -1.13
43 H -3.85 -2.54 -0.91
44 H -4.53 -0.47 0.08
45 H -4.33 -1.68 1.34
46 H -5.17 3.32 -4.06
47 H -3.46 3.76 -3.98
48 H -3.93 2.12 -4.44
49 H -6.20 2.98 -1.70
50 H -2.25 -0.04 3.32
51 H -2.51 -1.67 2.68
52 H -0.13 -1.44 2.80
53 H -0.19 0.26 2.29
54 H 4.28 -2.18 0.58
55 H 5.62 -1.16 0.05
56 H 4.42 -1.44 2.82
57 H 6.09 -1.08 2.39
58 H 4.29 0.92 3.23
59 H 5.59 1.28 2.10



Quick one: least stable of them? a)



a) Entry from the OMol25 dataset: a gas-phase ion, C4H9N4 (charge +1) (ωB97M-V with the def2-TZVPD basis set).

structure (SMILES) = CCC1(C(N)=[NH2+])N=N1
HOMO = -0.5321 hartree
frontier orbital gap = 0.39770 Ha
charge = +1
lowest unoccupied orbital energy = -3.658 eV

CARTESIAN COORDINATES (ANGSTROEM)
1 C 1.29 0.66 0.92
2 C 1.31 -0.77 0.41
3 C 0.05 -1.12 -0.28
4 C -1.50 -0.02 -0.15
5 N -2.49 -0.55 0.41
6 N -1.29 1.06 -0.89
7 N -0.12 -1.94 -1.44
8 N -0.40 -2.45 -0.40
9 H 2.29 1.02 1.19
10 H 0.52 0.83 1.63
11 H 1.13 1.25 -0.01
12 H 1.64 -1.48 1.21
13 H 2.14 -0.77 -0.30
14 H -2.45 -1.26 1.08
15 H -3.34 0.02 0.56
16 H -0.38 1.20 -1.20
17 H -1.82 1.98 -1.10



b) Entry from the OMol25 dataset: a gas-phase ion, C4H9N4 (charge +1) (ωB97M-V with the def2-TZVPD basis set).

structure (SMILES) = Cn1c(N)c[nH]c1=[NH2+]
HOMO = -0.4503 hartree
frontier orbital gap = 0.34362 Ha
charge = +1
lowest unoccupied orbital energy = -2.902 eV

CARTESIAN COORDINATES (ANGSTROEM)
1 C 0.96 0.08 1.28
2 N 0.15 -0.02 0.04
3 C -0.22 1.11 -0.70
4 N 0.39 2.29 -0.40
5 C -1.17 0.67 -1.58
6 N -1.32 -0.71 -1.38
7 C -0.56 -1.10 -0.30
8 N -0.46 -2.37 0.11
9 H 1.50 -0.76 1.35
10 H 1.66 1.02 1.46
11 H 0.42 0.14 2.21
12 H 0.40 3.11 -0.90
13 H 1.18 2.32 0.24
14 H -1.77 1.33 -2.14
15 H -2.09 -1.32 -1.55
16 H 0.42 -2.78 0.09
17 H -1.28 -3.00 0.07



Quick one: least stable of them? a)